Computed, not measured: a structure of composition C4H10FN2O2PtTi in a non-equilibrium geometry, with the ωB97M-V functional and the def2-TZVPD basis.

Structure (XYZ):
```
21
C4H10FN2O2PtTi the ωB97M-V functional and the def2-TZVPD basis
Pt -1.57 2.32 -2.51
Ti -0.58 1.10 0.81
F -0.54 0.75 -1.33
O -2.85 -3.93 -1.17
C -2.51 -2.78 -1.14
N -1.19 -2.43 -1.30
C -3.56 -1.69 -1.04
H -0.50 -3.15 -1.13
H -0.84 -1.50 -1.36
H -4.05 -1.76 -0.08
H -4.26 -1.90 -1.84
H -3.12 -0.68 -1.12
O 1.32 0.93 2.07
C 2.35 1.41 1.52
N 2.47 1.58 0.17
C 3.44 1.97 2.38
H 2.99 2.40 -0.10
H 1.92 1.13 -0.54
H 4.41 1.69 1.97
H 3.36 1.48 3.35
H 3.31 3.05 2.40
```

Computed properties:
F_max (eV/A): 2.409
Frontier orbital gap (alpha / beta) (eV): 5.4 / 3.0
Net charge: +2
E_HOMO (alpha / beta) (eV): -14.95 / -14.91
LUMO level (alpha / beta) (eV): -9.567 / -11.916
2S+1: 6